1.
Below is a molecular structure, C66H56BrN7OReSi2, with properties calculated with ωB97M-V with the def2-TZVPD basis set.

Values from the calculation:
* orbital gap (alpha / beta): 0.218 / 0.215 Ha
* F_max: 0.96 eV/Å
* ⟨S²⟩: 0.7665
* ΔE to the lowest compared entry with this formula, charge and spin: 102.83 kJ/mol

Geometry as ORCA input:
```
! wB97M-V def2-TZVPD RIJCOSX def2/J DEFGRID3
* xyz 0 2
Re 0.50248 0.31970 -0.64594
C 2.57234 -5.80671 -4.15820
C 1.59435 -5.65938 -3.26786
C 1.25068 -4.34758 -2.64182
C 2.05382 -3.13662 -3.23831
C 3.22107 -3.45081 -4.10052
C 3.43185 -4.68531 -4.55392
C 2.08882 -1.90067 -2.26277
C 2.93405 -0.65114 -2.30108
C 4.11441 -0.28753 -2.96316
C 4.13353 1.09416 -2.98783
C 2.96477 1.53713 -2.33391
C 2.37535 2.78883 -2.44746
C 3.10901 3.81754 -3.23973
C 2.83507 3.98082 -4.59242
C 3.56015 4.89304 -5.34377
C 4.56305 5.64429 -4.74801
C 4.83423 5.48653 -3.39718
C 4.10996 4.57423 -2.64362
C 1.14768 3.14926 -1.90572
N 0.41706 2.39092 -0.97787
C -0.41001 3.25064 -0.35385
C -1.06164 2.97438 0.99369
C -1.17250 4.35236 1.66205
C -0.00876 5.02754 2.03359
C -0.05921 6.31062 2.54603
C -1.28144 6.95947 2.68188
C -2.44035 6.30656 2.30347
C -2.38088 5.01159 1.80073
C -0.09855 2.11497 1.81195
C 0.14757 2.25592 3.19461
C 0.88716 1.16782 3.58455
C 1.09005 0.37209 2.43868
N 0.51412 1.01447 1.33816
C 1.63764 -0.90676 2.43984
C 1.81890 -1.71859 1.32904
C 2.57743 -2.91058 1.24674
C 2.72070 -3.21443 -0.08790
C 2.03259 -2.21109 -0.80588
N 1.47690 -1.33519 0.04027
C 2.08861 -1.45220 3.75308
C 3.40616 -1.29855 4.16536
C 3.80939 -1.78797 5.39893
C 2.89886 -2.43433 6.22230
C 1.58462 -2.59599 5.80775
C 1.17799 -2.10527 4.57592
C -0.35192 4.52244 -0.96099
C 0.62470 4.46021 -1.92240
N 2.26949 0.43817 -1.84355
H 2.77539 -6.78055 -4.58403
H 1.00016 -6.51057 -2.95510
H 1.26763 -4.44533 -1.55559
H 3.86766 -2.63607 -4.39869
H 4.26304 -4.88802 -5.21685
H 4.84441 -0.95943 -3.37848
H 4.87132 1.72865 -3.44936
H 2.05672 3.38584 -5.05252
H 3.34305 5.01445 -6.39644
H 5.13833 6.34510 -5.33816
H 5.61159 6.07377 -2.92728
H 4.32035 4.44432 -1.58989
H 0.95150 4.54168 1.90844
H 0.85681 6.81256 2.82866
H -1.32528 7.96319 3.08374
H -3.39867 6.80111 2.39509
H -3.29608 4.51017 1.53166
H -0.19175 3.06160 3.81809
H 1.24432 0.93897 4.57459
H 2.97261 -3.45473 2.08826
H 3.27525 -4.03097 -0.52026
H 4.11152 -0.79426 3.51704
H 4.83522 -1.66049 5.71762
H 3.21325 -2.81317 7.18560
H 0.87210 -3.10241 6.44504
H 0.15297 -2.22354 4.24712
H -0.92808 5.38428 -0.67277
H 0.98069 5.26055 -2.54986
Br -0.49273 -7.57343 4.37534
C -1.05257 -7.16087 2.61475
C -0.32374 -6.24680 1.86502
C -0.72986 -5.94254 0.58014
C -1.85315 -6.56262 0.03345
C -2.55195 -7.49526 0.78847
C -2.16921 -7.78655 2.08845
N -2.23475 -6.47515 -1.35820
N -2.05213 -5.46023 -2.04226
C -1.92214 -4.15706 -1.46182
C -2.70724 -3.74374 -0.37328
C -2.58245 -2.47727 0.15283
C -1.65045 -1.60691 -0.42164
O -1.25398 -0.46456 0.09994
C -0.99096 -1.97175 -1.59719
N -0.17663 -0.95581 -2.05699
C 0.79505 -1.36936 -2.99905
C 0.69149 -2.62675 -3.84332
C -0.10239 -3.74510 -3.16413
C -1.06277 -3.27042 -2.10750
H 0.55517 -5.77678 2.28377
H -0.15526 -5.23193 0.00043
H -3.40780 -7.98549 0.34351
H -2.71925 -8.50740 2.67615
H -3.40318 -4.44189 0.07129
H -3.14054 -2.16792 1.02658
H 1.07654 -0.52757 -3.62829
H 0.55280 -2.47966 -4.91137
H -0.60890 -4.42855 -3.84530
C -5.14055 1.37292 2.36685
Si -3.30433 1.73919 2.52777
C -3.27238 2.99341 3.93268
C -2.53695 0.13029 3.14694
C -2.44961 2.22068 0.86576
Si -3.48912 2.65201 -0.68435
C -4.02538 4.43846 -0.91291
C -2.55642 2.17589 -2.25340
C -5.05417 1.61759 -0.73689
H -5.45840 1.02643 3.35354
H -5.37533 0.58796 1.65063
H -5.73752 2.25127 2.11853
H -3.53673 2.45796 4.84793
H -4.02113 3.77142 3.77713
H -2.32309 3.49132 4.09805
H -3.32540 -0.56422 3.44746
H -1.88761 0.29245 4.00579
H -1.94190 -0.35136 2.37121
H -2.16224 1.21433 0.54688
H -3.18394 5.12933 -0.95600
H -4.71165 4.79145 -0.14224
H -4.55095 4.49395 -1.86973
H -1.98336 3.00963 -2.66229
H -3.28126 1.86304 -3.00787
H -1.87065 1.34067 -2.10572
H -5.84335 2.01229 -0.09892
H -4.87497 0.57951 -0.45258
H -5.42603 1.61580 -1.76269
*
```

2.
Below is 4 unconnected molecules or ions with the total composition C66H69Cl2FN2O13P2S2, with properties calculated with ωB97M-V with the def2-TZVPD basis set.

Values from the calculation:
* SMILES: CCC(=O)OCC[C@](F)(NCC=O)[C@H](O[C@](CCCSC(=S)N(CC)CC)([C@H](Cl)[C@H](C)Cl)P(C)CC)P(=O)(O)O.O=C1c2ccccc2C(=O)c2ccccc21.O=C1c2ccccc2C(=O)c2ccccc21.O=C1c2ccccc2C(=O)c2ccccc21
* orbital gap: 0.265 Ha
* F_max: 1.03 eV/Å

Geometry as ORCA input:
```
! wB97M-V def2-TZVPD RIJCOSX def2/J DEFGRID3
* xyz 0 1
C 0.10899 -6.88621 4.28455
C 0.03976 -6.98436 2.75782
C 1.38043 -7.14337 2.09190
O 2.36648 -7.56690 2.61234
O 1.35464 -6.77946 0.76582
C 2.13430 -5.61303 0.47736
C 2.23968 -5.45637 -1.02768
C 1.09908 -4.64941 -1.63089
F -0.06395 -5.02518 -0.94379
N 0.89541 -4.89137 -3.01916
C 0.83309 -6.28654 -3.46854
C 2.13845 -6.70265 -4.11705
O 2.22151 -7.56553 -4.93788
C 1.31513 -3.09471 -1.36711
O 0.36389 -2.69275 -0.41219
C 0.41955 -1.53285 0.47919
C -0.43996 -0.43868 -0.21940
C -1.14841 0.64249 0.61063
C -2.67811 0.64356 0.54603
S -3.61207 -0.35122 1.71078
C -3.42906 0.51898 3.22448
S -2.45174 1.82718 3.43427
N -4.19304 -0.04982 4.21435
C -4.16649 0.61470 5.52811
C -4.80581 2.00691 5.50144
C -4.16400 -1.52963 4.29396
C -5.46375 -2.18670 3.85221
C 1.86710 -1.00722 0.61454
Cl 3.02961 -2.21376 1.29339
C 2.16635 0.30009 1.36812
C 1.65123 0.44857 2.79137
Cl 1.77796 1.74019 0.35741
P -0.53644 -2.06257 2.07163
C 0.59156 -2.91831 3.24509
C -1.43951 -3.56100 1.51756
C -2.54453 -3.35145 0.47300
P 1.18961 -2.14178 -2.93484
O -0.12587 -2.17785 -3.58312
O 1.67039 -0.66839 -2.50177
O 2.43495 -2.61834 -3.82671
H -0.62336 -6.16769 4.65101
H -0.10175 -7.84295 4.75849
H 1.09810 -6.57002 4.61208
H -0.47392 -6.12864 2.31875
H -0.55395 -7.85369 2.45875
H 3.13237 -5.75014 0.90001
H 1.67167 -4.73837 0.93812
H 2.29707 -6.46173 -1.44192
H 3.18300 -4.95952 -1.26272
H 0.02415 -4.43544 -3.27496
H 0.59050 -6.98449 -2.66101
H 0.06155 -6.37386 -4.23253
H 3.03213 -6.13763 -3.78152
H 2.34909 -2.97584 -1.03040
H 0.20554 0.05973 -0.93788
H -1.16921 -0.98880 -0.81582
H -0.82557 0.65935 1.64670
H -0.85731 1.61493 0.21023
H -3.01624 0.25699 -0.42056
H -3.04876 1.66462 0.62362
H -3.14450 0.65085 5.92000
H -4.73707 -0.03682 6.18984
H -5.75442 2.02890 6.03701
H -4.13665 2.74725 5.93368
H -4.98007 2.31787 4.47510
H -3.32315 -1.90790 3.70960
H -3.96022 -1.78449 5.33430
H -5.78985 -1.78698 2.89295
H -6.25872 -2.01213 4.57808
H -5.32729 -3.26383 3.74577
H 2.23988 -0.85099 -0.39431
H 3.25253 0.33790 1.41007
H 1.70745 1.49396 3.08874
H 0.62662 0.10471 2.92400
H 2.30623 -0.11345 3.45793
H -0.09428 -3.43544 3.92358
H 1.17058 -2.21377 3.83758
H 1.24899 -3.67066 2.82027
H -1.89454 -3.90309 2.45476
H -0.74749 -4.33831 1.19739
H -3.51186 -3.20902 0.95436
H -2.62667 -4.23001 -0.16575
H -2.36309 -2.49645 -0.17200
H 2.43157 -0.36103 -3.00785
H 2.25212 -2.47112 -4.76624
C 9.51372 5.53489 4.31239
C 9.62169 4.29821 3.68564
C 8.57336 3.81089 2.92422
C 7.40790 4.55627 2.79077
C 7.29486 5.79195 3.42994
C 8.35387 6.27999 4.18589
C 6.04608 6.60396 3.33225
O 5.95262 7.68057 3.88024
C 4.91715 6.03681 2.53943
C 3.72434 6.74523 2.46573
C 2.66613 6.24049 1.72863
C 2.79567 5.03043 1.05586
C 3.98228 4.32036 1.12532
C 5.04302 4.81662 1.87249
C 6.29797 4.01476 1.95395
O 6.40988 2.95876 1.36774
H 10.33685 5.91580 4.90254
H 10.52702 3.71510 3.79192
H 8.63987 2.85409 2.42484
H 8.24921 7.24210 4.66826
H 3.64290 7.68592 2.99277
H 1.73519 6.79035 1.67751
H 1.96528 4.64133 0.48229
H 4.09863 3.37756 0.61099
C -6.48104 8.25320 5.48287
C -6.33204 9.47955 4.84401
C -5.51739 9.58989 3.73008
C -4.84144 8.47367 3.25214
C -4.98252 7.24587 3.90074
C -5.80798 7.13841 5.01331
C -4.24889 6.03804 3.42752
O -4.36290 4.96311 3.97303
C -3.34291 6.19380 2.25157
C -2.61121 5.09042 1.82457
C -1.76820 5.20764 0.73266
C -1.65575 6.42152 0.06119
C -2.38083 7.52210 0.48563
C -3.22339 7.41354 1.58594
C -3.97855 8.61747 2.04168
O -3.89099 9.67427 1.45508
H -7.12278 8.16964 6.35015
H -6.85432 10.35064 5.21736
H -5.39255 10.53363 3.21717
H -5.90753 6.17597 5.49670
H -2.71418 4.15327 2.35808
H -1.19627 4.34956 0.40149
H -0.99958 6.50768 -0.79532
H -2.30510 8.47425 -0.02146
C 0.59140 -0.42188 -7.47851
C 0.06027 -1.21742 -6.46713
C -0.42117 -2.48191 -6.76009
C -0.38006 -2.95585 -8.06516
C 0.13474 -2.15020 -9.08244
C 0.62428 -0.88359 -8.78392
C 0.16314 -2.61777 -10.49923
O 0.61887 -1.92285 -11.38131
C -0.39450 -3.97105 -10.78894
C -0.42093 -4.41726 -12.10488
C -0.92219 -5.67386 -12.39807
C -1.39392 -6.49343 -11.37843
C -1.37186 -6.05356 -10.06610
C -0.87748 -4.78978 -9.76672
C -0.88301 -4.33243 -8.34664
O -1.28023 -5.05103 -7.45520
H 0.97687 0.56319 -7.24755
H 0.01838 -0.86385 -5.44459
H -0.82803 -3.10570 -5.97596
H 1.02635 -0.27907 -9.58533
H -0.04522 -3.76721 -12.88303
H -0.94503 -6.01875 -13.42348
H -1.78029 -7.47723 -11.61020
H -1.73527 -6.67515 -9.25939
*
```

3.
Below is 9 unconnected molecules or ions with the total composition C66H79F6N10O6P, with properties calculated with ωB97M-V with the def2-TZVPD basis set.

Values from the calculation:
* orbital gap: 0.163 Ha
* F_max: 5.47 eV/Å

Geometry as ORCA input:
```
! wB97M-V def2-TZVPD RIJCOSX def2/J DEFGRID3
* xyz 6 1
C 12.81891 -9.31359 17.88644
N 13.62519 -8.51761 18.81129
C 14.47595 -9.12086 19.66112
C 15.38078 -8.40702 20.50192
C 15.27218 -6.97716 20.40007
C 14.31356 -6.39453 19.54701
C 13.51040 -7.16621 18.76655
C 16.05848 -6.15591 21.40168
C 16.34584 -6.70780 22.64007
C 17.07017 -6.03297 23.58803
N 17.33767 -4.70600 23.41753
C 17.18670 -4.12107 22.20194
C 16.47576 -4.83545 21.22156
C 17.93194 -3.85834 24.47876
H 13.55659 -9.93010 17.37278
H 12.24999 -8.72310 17.16828
H 12.21975 -9.93402 18.55291
H 14.48801 -10.19760 19.57822
H 16.05453 -8.90340 21.18462
H 14.29710 -5.32377 19.40705
H 12.77807 -6.88110 18.02573
H 16.08535 -7.72274 22.90165
H 17.22551 -6.44621 24.57367
H 17.51027 -3.09791 22.08012
H 16.08921 -4.28377 20.37739
H 17.87891 -4.44354 25.39682
H 17.23587 -3.02057 24.52037
H 18.98815 -3.64625 24.31280
C 21.85750 -13.87854 21.89556
N 20.41383 -13.62479 21.84469
C 19.77939 -13.71228 20.62544
C 18.38182 -13.74371 20.63357
C 17.65917 -13.52981 21.81139
C 18.37694 -13.41909 22.98327
C 19.76236 -13.53243 23.03336
C 16.20726 -13.48935 21.77208
C 15.42722 -14.27480 22.74869
C 14.13481 -14.43856 22.68115
N 13.48099 -13.90659 21.63755
C 14.06760 -13.19755 20.65927
C 15.39603 -12.87976 20.75984
C 12.02210 -14.18333 21.54605
H 22.27779 -13.51462 22.83312
H 22.36985 -13.42096 21.04926
H 22.05172 -14.94975 21.84182
H 20.35074 -13.87235 19.72304
H 17.84635 -13.93034 19.71443
H 17.80153 -13.15028 23.85678
H 20.41394 -13.24392 23.84491
H 15.87851 -14.61024 23.67076
H 13.56043 -15.10530 23.30719
H 13.54509 -13.08825 19.72042
H 15.92830 -12.24142 20.07019
H 11.98396 -15.22080 21.21393
H 11.55595 -13.54844 20.79258
H 11.58014 -14.08963 22.53802
C 10.66165 -6.83552 12.62216
N 10.19597 -7.78973 13.62282
C 9.38031 -7.36245 14.64232
C 8.82801 -8.34688 15.45767
C 9.17526 -9.64848 15.36827
C 9.87475 -10.01936 14.19273
C 10.44306 -9.08324 13.33983
C 8.87327 -10.70613 16.35523
C 8.44514 -11.97585 16.02050
C 8.10766 -12.96687 16.98855
N 8.15247 -12.64673 18.28351
C 8.65543 -11.49384 18.73516
C 8.92316 -10.50416 17.77789
C 7.77005 -13.71785 19.24025
H 9.82037 -6.55754 11.98727
H 11.47529 -7.24300 12.02213
H 10.98446 -5.97672 13.21068
H 9.15254 -6.31484 14.51185
H 8.20082 -8.00887 16.26932
H 9.99586 -11.07099 13.97871
H 11.08126 -9.38077 12.52095
H 8.24435 -12.20623 14.98463
H 7.56610 -13.87218 16.75720
H 8.74269 -11.37623 19.80519
H 9.14892 -9.50883 18.13109
H 6.78991 -13.48535 19.65661
H 8.55699 -13.76935 19.99270
H 7.71037 -14.69998 18.77125
C 9.93495 -18.72317 19.45912
N 9.59929 -17.76975 20.51312
C 10.26605 -17.72063 21.65402
C 10.10017 -16.74873 22.63925
C 8.86573 -16.05307 22.60993
C 8.06515 -16.14008 21.45723
C 8.41087 -17.04430 20.44246
C 8.41175 -15.28319 23.76523
C 8.64812 -13.85349 23.83833
C 8.30163 -13.20576 25.05980
N 7.84871 -13.92337 26.11054
C 7.54419 -15.26626 26.03348
C 7.83382 -15.96276 24.85415
C 7.72297 -13.36489 27.43917
H 9.24500 -19.56658 19.43271
H 10.92204 -19.15617 19.62122
H 9.89835 -18.13082 18.54485
H 11.09721 -18.39667 21.79013
H 10.76047 -16.70867 23.49295
H 7.15394 -15.56151 21.42087
H 7.77937 -17.15224 19.57300
H 8.97460 -13.33097 22.95131
H 8.60186 -12.18062 25.21898
H 7.19056 -15.72371 26.94567
H 7.67839 -16.99998 24.59642
H 6.78139 -12.86498 27.66633
H 8.49253 -12.63660 27.69505
H 7.93280 -14.15090 28.16460
C 12.34650 -13.31537 33.15957
N 12.38813 -12.52446 31.92494
C 13.59316 -12.02329 31.47815
C 13.70705 -11.36390 30.22186
C 12.50544 -11.06070 29.49835
C 11.29598 -11.47787 30.00207
C 11.24376 -12.24311 31.19563
C 12.62256 -10.20241 28.26848
C 13.72615 -9.33776 28.07230
C 13.89358 -8.56682 26.89977
N 12.98342 -8.80421 25.93589
C 11.88855 -9.63525 26.07780
C 11.69376 -10.27272 27.24418
C 13.21035 -8.10144 24.63135
H 12.54826 -12.66049 34.00722
H 12.86334 -14.27504 33.16131
H 11.30270 -13.61419 33.25595
H 14.44326 -12.37633 32.04303
H 14.66973 -11.11714 29.79908
H 10.42721 -11.28331 29.39070
H 10.31712 -12.62014 31.60256
H 14.48246 -9.23935 28.83696
H 14.69478 -7.85423 26.77057
H 11.17602 -9.52932 25.27314
H 10.79042 -10.86332 27.28385
H 13.81025 -7.20846 24.80690
H 12.25731 -7.84651 24.16788
H 13.74756 -8.70676 23.90123
P 11.33445 -10.28855 21.98595
F 12.45149 -9.11953 22.07367
F 12.32482 -10.94094 20.89698
F 12.17334 -11.21114 23.09954
F 10.26368 -11.50608 21.84941
F 10.45079 -9.53187 23.13980
F 10.53658 -9.43032 20.82170
C 6.83579 -10.45908 22.93852
C 6.62792 -11.23644 21.66693
O 6.75695 -12.48813 21.79354
O 6.31687 -10.60651 20.64114
H 5.91577 -9.90491 23.12441
H 7.76405 -9.88855 22.90843
H 6.94872 -11.05499 23.84419
C 15.51877 -11.49868 24.54830
C 16.16760 -10.25260 24.04533
O 16.80387 -10.26147 22.96407
O 16.07859 -9.25609 24.83205
H 16.24953 -12.24326 24.86405
H 14.79561 -11.85231 23.81339
H 14.90616 -11.30308 25.42839
C 13.10529 -12.98823 25.81032
C 11.84448 -13.79936 25.94272
O 11.85958 -14.80777 25.26609
O 11.01646 -13.57873 26.77713
H 14.02232 -13.55047 25.63412
H 13.25863 -12.20025 26.54767
H 13.02089 -12.52633 24.82664
*
```

no.,E_tot (eV)
1,-169757.35023
2,-167173.36131
3,-122446.49504